(1)
# C39H39N5O17

A 6-piece molecular cluster, C39H39N5O17 overall (wB97M-V/def2-TZVPD, the Open Molecules 2025 dataset).

**Molecular weight**: 849.8 u
**LUMO level**: -0.037 Ha
**Orbital gap**: 8.9981 eV
**SMILES**: CCC(=O)OCC[C@H]1OC(=O)O[C@H]1COO.O=[N+]([O-])c1ccccc1.O=[N+]([O-])c1ccccc1.O=[N+]([O-])c1ccccc1.O=[N+]([O-])c1ccccc1.O=[N+]([O-])c1ccccc1
**Highest occupied orbital energy**: -10.015 eV

Last column: Löwdin charge in e.
Geometry (Å):
H 3.16392 0.04320 0.93318  0.129
O -5.81604 -0.57070 8.05374  0.076
H -0.74359 2.64275 -0.55765  0.104
N 10.53347 -0.34748 3.35491  -0.355
H -4.38656 -0.88318 6.14975  0.119
H -6.58439 -0.02464 -4.61080  0.106
C 2.29799 0.70784 0.88500  -0.066
H 0.34424 2.44684 -7.87135  0.109
H -0.91468 -2.85208 -2.52421  0.078
C 1.41841 -0.25158 3.19062  -0.191
O -1.68504 -0.36951 -4.62536  0.065
H -4.19956 -0.59042 -4.94777  0.090
C -6.77791 -3.37841 -4.48068  -0.150
C -4.51985 -2.70501 -4.83037  -0.054
O 0.30317 1.45127 2.05294  0.085
H -8.25031 -1.83357 -4.30754  0.118
C 8.18568 -0.99673 3.70284  0.004
H 1.28557 0.97232 -9.61612  0.109
H 2.66399 1.67660 0.54499  0.105
C -4.74094 2.46295 6.57901  -0.008
N -1.20478 -1.12925 -5.44391  -0.329
N -5.72617 0.62831 7.88624  -0.355
H 6.80382 -2.82060 6.19255  0.106
H -4.00060 5.35748 -1.12275  0.108
H 7.93174 -0.47688 2.79130  0.120
H 0.02974 6.80456 -1.20064  0.120
C -5.45056 -3.71893 -4.66381  0.002
C -0.50878 -0.54592 -6.59963  -0.143
H -3.82773 3.96126 5.35959  0.106
C 1.65728 0.95285 2.24560  -0.169
H 3.60629 -1.43974 4.84199  0.103
O 3.01776 -2.46942 -0.51838  0.142
C -0.01814 -2.24380 -2.39333  -0.086
O 1.95000 5.41642 -0.80861  0.096
O 3.93626 -2.03941 4.15332  -0.022
O 10.18273 0.23834 2.35145  0.077
C 2.07685 -1.57472 2.82243  -0.123
C 7.56394 -2.30872 5.61629  -0.068
H 0.50832 -0.40121 0.29597  0.124
C -0.40304 0.83013 -6.68906  0.000
C -2.47326 3.88218 -0.83268  -0.055
C 0.66338 -0.83648 -8.64936  -0.060
H -5.15051 -4.75594 -4.67396  0.119
C -0.23895 4.70317 -0.88039  -0.140
H 1.82688 -1.90455 1.80973  0.124
N 1.20836 4.46041 -0.76433  -0.331
O 1.96169 -0.60584 -1.16572  -0.017
O 11.67864 -0.41311 3.75291  0.075
H 0.97048 -3.74361 -1.17683  0.123
C -0.59238 0.55124 2.46974  -0.565
O 1.57862 3.30856 -0.61906  0.060
H -0.08176 -2.46320 -7.45652  0.120
H -2.70750 2.33417 3.87505  0.097
H 0.02925 -2.56484 -0.24953  0.118
H -3.17028 3.06345 -0.71949  0.112
H 0.84425 1.04003 -0.66690  0.106
C 9.49430 -1.02882 4.14750  -0.148
H 0.63129 -2.42396 -3.25624  0.084
C -4.88040 1.10250 6.77669  -0.151
C -4.92925 -1.37730 -4.81512  -0.065
H -0.27648 -1.18613 -2.35806  0.068
C 8.88451 -2.32584 6.04674  -0.067
H 9.15410 -2.84365 6.95705  0.107
H -3.47650 -2.94712 -4.97566  0.083
H 2.16719 1.74877 2.78874  0.162
C -4.25656 0.17269 5.96584  0.001
O 0.00313 -0.43403 3.18092  0.104
C -3.46738 0.62072 4.91726  -0.056
C 0.77930 0.54280 -8.76200  -0.066
H -0.81888 1.46237 -5.91915  0.119
O 3.48794 -1.46357 2.92590  -0.122
O -6.28352 1.46490 8.56732  0.075
H 1.76265 0.01275 4.19802  0.160
C 1.99712 -1.94724 -0.87886  -0.492
H -2.97976 -0.09054 4.26829  0.095
C -3.94854 2.89996 5.53001  -0.065
H 10.89539 -1.68630 5.62778  0.118
O -7.37020 -5.59815 -4.31722  0.076
C 0.24928 1.37352 -7.78334  -0.062
C -6.26807 -1.05875 -4.62490  -0.064
O -8.93468 -4.12861 -4.17866  0.076
C -0.67836 5.99572 -1.10163  -0.002
H 6.18282 -1.63635 4.11858  0.081
C -1.11250 3.63945 -0.74389  0.007
N -7.77228 -4.45280 -4.31158  -0.355
C -2.93675 5.17175 -1.05766  -0.067
C -2.04138 6.22499 -1.19344  -0.064
C 7.21221 -1.64472 4.44814  -0.056
H -5.24037 3.16372 7.23083  0.118
C 9.86415 -1.68175 5.30877  -0.006
C -7.20613 -2.06423 -4.45534  -0.007
C 1.30659 0.18855 -0.17401  -0.143
H 1.07853 -1.48123 -9.41136  0.110
H 1.71674 -2.34788 3.51014  0.146
O -1.77020 0.59694 2.26389  0.142
C 0.01487 -1.39294 -7.55928  0.001
O -1.26376 -2.34153 -5.36965  0.058
C -3.31426 1.98450 4.69845  -0.065
C 0.69914 -2.68841 -1.10671  -0.140
H -2.40445 7.22841 -1.36749  0.109

(2)
# C5H10BrClO

A 2-piece molecular cluster, C5H10BrClO overall (wB97M-V/def2-TZVPD, the Open Molecules 2025 dataset).

**Molecular weight**: 201.5 u
**LUMO level**: 0.021 Ha
**Orbital gap**: 11.1071 eV
**SMILES**: CC(C)(C)C(=O)Cl.Br
**Highest occupied orbital energy**: -10.528 eV

Last column: Löwdin charge in e.
Geometry (Å):
H -1.14291 -0.59287 -2.35106  0.094
C 0.71397 0.99372 0.27851  -0.052
C -0.86414 0.18830 -1.60307  -0.083
C 1.41810 -0.93977 -1.05104  -0.724
Cl 2.41813 0.05961 -2.17358  0.633
H 0.29420 1.89226 -0.23547  0.086
H 1.88947 1.19765 0.25476  0.119
Br 1.65249 -1.65880 4.53328  0.309
O 1.90693 -1.94778 -0.64729  0.065
C -0.61663 -1.16666 0.45066  -0.066
H 2.93882 -1.38707 5.03114  -0.303
H -0.78987 -2.19764 0.08091  0.087
H 0.39830 1.03427 1.23593  0.024
H -1.79618 0.55674 -1.23629  0.058
H -0.14466 -1.29089 1.50096  0.094
H -1.66226 -0.73125 0.63159  0.102
C 0.15468 -0.23319 -0.52029  -0.565
H -0.45088 1.12590 -2.24593  0.121

(3)
# C28H35N3NiO2S2Sb

C28H35N3NiO2S2Sb as an isolated structure (wB97M-V/def2-TZVPD, the Open Molecules 2025 dataset).

**Molecular weight**: 690.2 u
**Total charge**: -1
**Expectation value of S²**: 2.008
**LUMO level (alpha / beta)**: 0.091 / 0.091 Ha
**2S+1**: 3
**Orbital gap (alpha / beta)**: 6.7108 / 6.7602 eV
**Highest occupied orbital energy (alpha / beta)**: -4.237 / -4.292 eV

Last column: Löwdin spin population.
Geometry (Å):
H -0.11772 -1.22295 2.07388  0.000
H -0.24299 -1.98824 3.70480  0.000
H -1.62680 -0.32266 -0.05720  0.006
C 0.16237 2.01367 2.56625  0.005
H 3.14155 2.05973 -2.44281  0.000
C 0.24541 3.61754 -2.37624  0.005
C -0.30577 2.87958 3.59498  0.002
C 1.68680 0.28178 1.61958  0.045
C 0.05857 2.66144 -3.41153  0.002
C 2.94513 -1.06317 -1.68334  0.002
H -2.41313 -6.26794 1.05357  0.000
H 4.81066 1.31479 -4.07594  0.000
O -1.50280 4.02215 -7.02521  0.000
H -1.52348 -3.68818 -0.36017  0.000
H 3.57661 -1.16094 4.09347  0.000
C -0.31378 4.93116 -2.53753  0.001
C -1.30237 3.74103 3.29975  0.000
C 3.91981 -1.54192 -2.60543  0.001
N 2.21453 -1.88277 -0.88834  0.000
H -1.26928 6.29583 -3.89650  0.000
O -2.31481 5.89199 -6.23014  0.000
S 1.90995 0.63293 4.21159  0.006
H -2.72016 -3.85570 0.97181  0.000
C -0.86621 5.29365 -3.76056  0.000
H -2.38792 -1.07634 3.61645  0.000
C -1.98753 -5.74085 0.19866  0.000
H -1.49185 3.18856 0.02568  0.000
C -0.57771 3.05972 -4.59519  0.000
N 2.63075 0.25431 -1.66314  0.033
C -1.81160 3.78997 2.02764  0.002
H 2.49343 -2.80720 -0.80655  0.000
H -2.35980 -3.85812 4.73340  0.000
C -2.24000 -4.86247 4.31384  0.000
H -0.75966 2.35731 -5.40308  0.000
C -0.65905 -1.98595 2.68934  0.000
H -2.68980 4.44576 1.83979  0.000
H -2.59074 6.29301 -5.44143  0.000
C 4.55483 -0.75005 -3.47750  0.000
H 0.07694 2.65622 4.56013  0.000
H -0.09038 5.56213 -1.63750  0.000
C 4.27786 0.62944 -3.45214  0.001
H -0.03825 -5.09397 4.32296  0.000
H 0.23111 1.63368 -3.22892  0.001
C 2.70477 -0.66918 2.15094  0.007
H -2.80102 -2.39769 2.68887  0.000
C -1.58416 4.73387 -6.09082  0.000
C -1.20516 3.07257 1.03124  0.005
H -0.56893 -0.92446 -1.30654  0.011
H -0.94148 -6.19627 3.24809  0.000
H -1.63324 4.42536 4.09634  0.000
C -1.02667 4.36405 -4.76542  0.001
H -2.35887 -0.91128 1.81522  0.000
H -1.00870 -6.20617 -0.02870  0.000
H 5.23626 -1.24576 -4.18678  0.000
C 3.36116 1.04189 -2.53398  0.003
C -0.91051 -5.19346 3.62159  0.000
H -1.46663 0.48766 -1.51648  0.013
C 1.23141 1.04355 2.68770  0.010
C -0.81963 -0.02387 -0.79292  0.073
H -3.04815 -4.96047 3.59098  0.000
H 3.92489 -2.60834 -2.63715  0.000
H 3.19175 -1.32937 1.46515  0.001
C -1.76716 -4.27802 0.54017  0.000
N -0.24506 2.19269 1.30458  0.054
H -2.41783 -5.63103 5.10745  0.000
S 1.17001 3.30071 -0.97347  0.029
H -2.65279 -5.83057 -0.66130  0.000
Ni 0.82312 1.02079 -0.17573  1.676
C 2.93061 -0.57335 3.48956  0.001
Sb -0.21328 -3.97690 1.95813  0.000
C -2.11849 -1.53048 2.69090  0.000
H 1.48103 -1.53445 -0.27884  0.001

(4)
# C4H12N3

One molecule with the formula C4H12N3 (wB97M-V/def2-TZVPD, the Open Molecules 2025 dataset).

**Molecular weight**: 102.2 u
**Expectation value of S²**: 0.753
**LUMO level (alpha / beta)**: 0.039 / 0.039 Ha
**2S+1**: 2
**Orbital gap (alpha / beta)**: 5.3434 / 9.5899 eV
**Highest occupied orbital energy (alpha / beta)**: -4.269 / -8.538 eV

Last column: Löwdin spin population.
Geometry (Å):
C 0.47995 1.20438 -0.43869  0.018
N 0.91073 -1.46729 1.09352  0.207
H -1.37489 1.87371 0.53805  0.001
N -1.64014 -1.14134 -1.00518  0.001
C -1.86015 0.32856 -0.82875  0.001
H -2.89350 0.35532 -0.47111  0.000
C 1.72899 -0.37794 1.01184  0.511
C -0.95832 0.91043 0.24269  0.006
H -1.12156 -1.62126 -1.72841  0.001
H 0.48695 2.28162 -0.60072  0.001
H 0.11375 -1.59469 0.47544  0.009
H 2.72564 -0.49776 1.42389  0.041
H 0.42594 0.80563 -1.46730  0.006
H -2.53475 -1.62391 -1.02209  0.000
H 0.91090 -2.07172 1.89175  0.009
N 1.70050 0.71900 0.15911  0.184
H -0.90584 0.24411 1.07776  0.002
H -1.75097 0.83608 -1.79435  0.000
H 2.44303 1.37202 0.31235  0.002